# 1
Entry from the Open Molecules 2025 dataset: C43H32BrClF9N6O8PS2V as an isolated structure at a distorted geometry (the ωB97M-V functional and the def2-TZVPD basis).

The geometry in XYZ format:
```
104
Properties=species:S:1:pos:R:3:forces:R:3
V -0.6351 1.8696 0.7908 0.8066 -0.3048 -1.1948
N 0.3434 2.5951 4.1566 0.2855 0.1422 -0.1546
C 1.4583 2.6249 3.3906 -0.8942 -0.1201 0.7481
N 1.5664 2.0867 2.1973 1.4914 0.7340 -0.3868
C 2.9241 2.3655 1.7584 -1.4843 -0.7567 0.5885
C 3.6453 3.0981 2.5973 0.3623 0.9725 1.1985
S 2.8302 3.4349 4.0891 -0.0827 -0.0814 -0.9923
C 3.6092 1.6854 0.6770 -2.8864 0.6209 -1.4669
C 4.8690 1.3392 0.7679 2.4726 -1.1467 -0.5279
S 5.3733 0.5233 -0.6984 -0.4102 0.0486 0.4781
C 3.7146 0.6837 -1.2700 0.7114 0.2814 -0.5853
N 2.9335 1.3923 -0.5334 0.3442 -0.1693 1.3840
N 3.4010 0.1687 -2.4851 -0.5987 0.1646 -0.1415
H -0.2298 1.7730 4.1035 -0.3844 -0.5834 -0.2712
H 0.3916 3.0109 5.0599 0.1458 0.2280 0.4256
H 4.6368 3.4626 2.4735 0.5029 0.0145 -0.2331
H 5.5449 1.4216 1.6017 -0.0575 0.0034 0.0044
H 4.0236 -0.5259 -2.8305 0.2888 -0.4029 -0.2483
H 2.4193 -0.0171 -2.6891 0.2227 0.2290 0.1605
C -4.2401 2.6334 -1.4034 0.2920 -0.3337 -0.3166
O -2.8567 2.6798 -0.9380 -0.3891 -0.3010 -0.4327
C -2.5155 1.7342 -0.0420 -0.3437 0.7059 0.3828
O -3.3184 0.9850 0.4262 -0.4306 -0.6467 -0.0267
H -4.9573 2.7750 -0.5989 0.1938 0.5355 0.1348
H -4.5263 1.6626 -1.8194 0.5360 -0.0518 -0.0181
H -4.2661 3.3721 -2.2055 -0.2536 0.0676 0.3697
Br -2.1222 7.6512 -0.8754 0.0427 -0.5850 0.2078
C -0.7668 6.3224 -0.6042 -0.3250 1.2087 -0.4224
C 0.5288 6.7460 -0.8047 0.4659 0.2522 -0.1483
C 1.5099 5.7905 -0.6152 -0.3382 0.3671 0.3345
C 1.1087 4.5220 -0.2456 1.8904 -2.7045 -0.0435
N -0.1408 4.0641 -0.1426 0.2087 1.1165 0.4823
C -1.0597 5.0260 -0.2728 -0.9940 -0.7922 -0.1360
H 0.7730 7.7819 -1.0979 -0.2528 -0.7244 0.2277
H 2.5504 6.0647 -0.6944 0.0990 -0.2642 -0.0263
H 1.8741 3.7086 -0.0811 -0.7253 1.1731 -0.2998
H -2.0780 4.7031 -0.1394 -0.1939 0.1509 -0.0343
O -0.8898 5.0266 2.4639 -0.9452 -1.8579 0.2431
C -1.5364 4.0066 2.7078 0.3208 2.5836 0.8927
O -1.3595 2.8497 2.0738 -0.0346 0.1972 -0.0194
C -2.6088 3.9980 3.7912 0.1632 -0.3666 -0.6537
C -3.1722 2.7444 4.1391 0.8523 1.7728 -0.1420
C -4.1470 2.7279 5.0885 -0.5837 0.0167 -0.1722
C -4.6466 3.9257 5.6110 -1.0169 -1.5269 0.9836
C -4.1080 5.1505 5.3189 1.0286 0.4626 -0.8956
C -3.0378 5.2024 4.3706 -0.6353 -0.5784 0.5296
H -2.7700 1.8825 3.6637 0.0228 -0.6904 -0.1770
H -4.6067 1.7891 5.3579 -0.0588 -0.0455 0.1682
H -5.5098 3.7339 6.2843 0.6792 0.8997 -0.3095
H -4.5003 6.0487 5.8013 0.2135 -0.2201 -0.3177
H -2.5678 6.1469 4.0838 -0.1699 -0.3967 0.0795
O 0.4416 1.2360 -2.9457 0.2533 -0.2916 -0.3470
N 0.0019 1.9218 -2.1009 -0.2167 0.3850 0.2429
O 0.0539 1.3240 -0.8834 -0.4291 0.0186 1.1707
Cl -0.6742 -2.9318 3.8317 -0.2172 0.1878 0.0544
C -1.3916 -1.9002 2.5560 -0.0248 -0.4916 0.8032
C -1.0126 -0.4539 2.7003 1.0386 0.9400 -1.7543
O -0.7965 0.1016 3.7580 -0.4574 -0.2629 -0.4216
O -0.9188 0.1062 1.4764 0.1155 -0.0265 1.4173
H -2.4714 -1.9498 2.6135 -0.2701 -0.1474 0.0966
H -1.0779 -2.3634 1.6439 0.1734 0.3074 -0.6421
F -0.1899 -7.5473 -6.7638 1.3707 0.6204 -0.3644
C 1.0346 -6.8966 -6.8311 -0.8799 0.0099 0.2059
F 1.9858 -7.8355 -6.7058 -0.1966 0.0521 -0.0373
F 1.1663 -6.3623 -8.0670 -0.2262 -0.3607 0.4966
C 1.1244 -5.8349 -5.7499 -0.2699 -0.3096 0.1098
C 1.9300 -4.7226 -5.9281 -0.2079 -0.1493 0.8925
C 1.9751 -3.7728 -4.8916 -0.1112 -0.4728 -0.7473
C 1.1998 -3.8951 -3.7436 -0.1762 -0.1747 -0.1511
C 0.4134 -5.0318 -3.5992 0.0921 0.1153 -0.2035
C 0.3821 -5.9986 -4.5734 -0.2993 -1.3238 -0.6666
P 0.9968 -2.4793 -2.6023 0.5346 0.5024 -0.2659
C 2.0091 -2.8708 -1.1365 0.1044 -0.0686 0.1586
C 2.1796 -1.8188 -0.2226 -0.1403 -0.3322 0.5190
C 2.9948 -1.9809 0.8862 -0.0421 -0.9150 -0.3860
C 3.6616 -3.1845 1.0912 0.4689 -0.2704 -0.7522
C 3.5013 -4.2303 0.1819 -0.0266 0.5657 0.7896
C 2.6629 -4.0863 -0.9092 -0.0019 0.9028 0.4727
C 4.6789 -3.3217 2.2028 -0.2800 -0.0678 -0.1418
F 5.5473 -2.3092 2.2100 0.2527 0.6617 -0.0956
F 5.4346 -4.4337 2.1138 -0.3740 -0.1441 -0.0333
F 4.0854 -3.3211 3.4026 -0.1126 -0.1566 0.3262
C -0.6929 -2.6767 -1.9541 0.2607 0.4435 -0.5761
C -1.6296 -1.7807 -2.4649 -0.2425 -0.5880 0.4336
C -2.9195 -1.7986 -1.9765 -0.2697 -0.2618 0.1964
C -3.2715 -2.7444 -1.0189 -0.1540 0.4693 0.0976
C -2.3424 -3.6397 -0.5236 -0.0668 -0.3878 0.5187
C -1.0402 -3.6011 -0.9849 -0.2175 0.0659 -0.3559
C -4.6333 -2.7098 -0.3708 0.1113 -1.0036 -0.7852
F -5.2755 -3.9218 -0.4177 0.5265 0.4962 0.1267
F -5.4433 -1.8582 -0.9969 -0.2179 0.4180 0.3546
F -4.5100 -2.3957 0.9205 -0.3957 0.2734 0.2214
H 2.4946 -4.6400 -6.8460 0.0882 0.3094 0.0768
H 2.5802 -2.9101 -5.0504 0.3256 0.6253 0.0412
H -0.2217 -5.0896 -2.7445 -0.3148 -0.3714 0.3561
H -0.2315 -6.9247 -4.4788 0.4616 1.0041 0.0674
H 1.6433 -0.8745 -0.2814 0.0022 -0.1144 -0.4594
H 3.1103 -1.1879 1.5750 0.1162 0.8141 0.6412
H 4.0307 -5.1363 0.4008 0.0850 -0.4279 -0.2624
H 2.5242 -4.9150 -1.5528 -0.1176 -0.6087 -0.7289
H -1.3857 -1.1047 -3.2551 0.3681 0.4512 -0.2243
H -3.6357 -1.0710 -2.3197 -0.1717 0.0017 -0.0610
H -2.6583 -4.3236 0.2657 0.1993 0.0020 -0.2619
H -0.2767 -4.3004 -0.6975 0.0250 -0.2121 0.6082
```
Forces are in eV/Å.

Summary:
Spin multiplicity: 2
Gap between HOMO and LUMO (spin up / spin down) (eV): 6.8 / 7.3
⟨S²⟩: 0.766
E_HOMO (spin up / spin down) (eV): -8.29 / -8.29


# 2
Entry from the Open Molecules 2025 dataset: C36H27AsBrCoN5S as an isolated structure (the ωB97M-V functional and the def2-TZVPD basis).

The geometry in XYZ format:
```
72
Properties=species:S:1:pos:R:3:forces:R:3
Co 0.1915 -0.2595 -0.0543 0.5795 -0.2812 -0.0476
S -6.1634 2.6994 2.2101 0.0667 -0.0700 -0.0593
N -5.3273 1.4422 2.7698 0.0221 0.0619 0.0125
C -4.2369 1.3459 2.0239 -0.0686 -0.1040 0.1073
C -3.1990 0.3455 2.1838 0.0030 0.0228 -0.0211
C -3.2135 -0.6682 3.1442 0.0256 -0.0009 -0.0560
C -2.1708 -1.5694 3.1752 0.0303 0.0005 -0.0339
C -1.1397 -1.4491 2.2490 0.0059 -0.0548 -0.0044
N -1.1169 -0.4847 1.3328 -0.1028 -0.1335 0.1856
C -2.1300 0.4035 1.2938 0.0528 0.1486 -0.2368
C -2.0544 1.4083 0.2351 0.0727 -0.0165 -0.0534
N -0.9760 1.3320 -0.5826 -0.2512 0.1506 0.1545
C -0.8641 2.2205 -1.5641 -0.0611 -0.0972 0.0773
C -1.8138 3.2166 -1.7834 0.0166 0.0148 -0.0066
C -2.9134 3.2978 -0.9590 -0.0146 0.0039 0.0027
C -3.0489 2.3717 0.0794 0.0850 -0.0814 0.0157
C -4.1628 2.3282 1.0093 -0.0269 0.1095 -0.1113
N -5.1972 3.1552 1.0061 0.0123 0.0068 0.0447
H -4.0431 -0.7382 3.8349 -0.0075 0.0130 0.0198
H -2.1467 -2.3766 3.8928 0.0038 0.0000 0.0055
H -0.3207 -2.1600 2.2270 -0.0299 0.0254 0.0133
H 0.0073 2.1332 -2.1994 0.0015 0.0077 -0.0075
H -1.6747 3.9112 -2.5989 0.0021 0.0104 -0.0022
H -3.6704 4.0579 -1.0997 -0.0115 -0.0003 -0.0008
C 3.3032 1.5763 4.3479 0.0284 -0.0044 0.0360
C 3.1514 1.2589 2.8905 -0.0404 -0.0139 -0.0428
C 4.1850 1.4444 1.9753 0.0213 0.0130 0.0535
C 4.0150 1.1555 0.6272 -0.1681 -0.0617 -0.0093
C 2.7755 0.6833 0.2685 -0.0407 -0.0024 0.0334
Br 2.2760 0.2248 -1.5187 -0.0650 -0.0379 0.0771
N 1.7647 0.4834 1.1041 -0.1083 0.1837 -0.1113
C 1.9470 0.7680 2.3972 0.0906 0.0049 -0.0462
H 4.3142 1.9055 4.5762 -0.0005 -0.0026 -0.0074
H 3.0861 0.7009 4.9602 -0.0059 0.0037 0.0108
H 2.6157 2.3691 4.6438 -0.0054 0.0018 0.0045
H 5.1400 1.8231 2.3170 0.0036 0.0024 0.0087
H 4.8036 1.2935 -0.0965 0.0157 0.0058 -0.0236
H 1.0988 0.5946 3.0486 -0.0071 0.0139 0.0092
C -0.4445 -2.5306 -5.7895 -0.0027 0.0042 -0.0041
C 0.7498 -2.3609 -5.1002 -0.0088 -0.0190 -0.0371
C 0.7489 -2.3257 -3.7159 -0.0350 -0.0220 0.0168
C -0.4517 -2.4641 -3.0201 0.0475 -0.0218 0.0098
C -1.6458 -2.6432 -3.7070 -0.0129 0.0467 -0.0025
C -1.6365 -2.6718 -5.0959 0.0032 -0.0081 0.0054
As -0.3863 -2.3910 -1.0981 -0.2209 0.1771 -0.0317
C -2.1067 -2.9924 -0.4754 0.0100 -0.0283 -0.0304
C -2.2560 -4.1842 0.2227 0.0095 0.0113 0.0255
C -3.5034 -4.5358 0.7252 0.0227 -0.0154 0.0000
C -4.5947 -3.7050 0.5270 -0.0241 0.0126 -0.0190
C -4.4493 -2.5192 -0.1841 -0.0245 -0.0088 0.0232
C -3.2066 -2.1594 -0.6794 0.0043 0.0251 0.0019
C 0.8777 -3.7438 -0.6007 0.0150 0.0019 -0.0061
C 1.7596 -3.4951 0.4458 0.0128 -0.0084 0.0355
C 2.6660 -4.4707 0.8372 -0.0002 0.0251 0.0077
C 2.6928 -5.6884 0.1742 0.0087 -0.0104 -0.0011
C 1.8214 -5.9334 -0.8794 0.0051 -0.0121 -0.0010
C 0.9127 -4.9634 -1.2721 -0.0059 0.0172 -0.0052
H -0.4419 -2.5670 -6.8700 -0.0019 0.0119 -0.0188
H 1.6815 -2.2732 -5.6423 0.0102 0.0066 -0.0055
H 1.6893 -2.2380 -3.1838 0.0157 0.0035 0.0257
H -2.5801 -2.7739 -3.1750 0.0381 -0.0088 -0.0165
H -2.5636 -2.8155 -5.6337 -0.0073 -0.0130 -0.0095
H -1.4092 -4.8414 0.3782 0.0118 0.0034 -0.0012
H -3.6212 -5.4657 1.2648 0.0004 -0.0141 0.0061
H -5.5648 -3.9863 0.9135 -0.0158 -0.0057 0.0034
H -5.3074 -1.8831 -0.3592 -0.0009 0.0060 0.0021
H -3.1026 -1.2383 -1.2463 0.0212 0.0175 0.0402
H 1.7534 -2.5352 0.9578 -0.0030 -0.0101 -0.0146
H 3.3528 -4.2805 1.6508 0.0078 0.0037 0.0070
H 3.4006 -6.4487 0.4741 0.0098 -0.0123 0.0051
H 1.8534 -6.8821 -1.3973 -0.0056 -0.0078 -0.0103
H 0.2420 -5.1541 -2.1018 -0.0081 0.0095 0.0086
```
Forces are in eV/Å.

Summary:
Spin multiplicity: 2
Gap between HOMO and LUMO (spin up / spin down) (eV): 7.5 / 7.8
Total charge: +2
⟨S²⟩: 1.025
E_HOMO (spin up / spin down) (eV): -13.91 / -13.73


ΔE to the lowest compared entry with this formula, charge and spin values (in kJ/mol) by entry order: 78.4, 0.0.